# 1
ORCA calculation (ωB97M-V with the def2-TZVPD basis set) on H2N2O4S in the gas phase in a non-equilibrium geometry.

Structure (XYZ):
```
9
H2N2O4S (ωB97M-V with the def2-TZVPD basis set)
N -0.08 -0.07 1.40
S -0.07 -0.86 -0.02
O 1.06 -1.64 -0.25
O -1.41 -1.25 -0.37
N 0.12 0.66 -1.17
O 0.08 0.71 -2.35
O 1.00 1.61 -0.30
H 0.26 0.87 1.18
H -0.98 -0.04 1.87
```

SMILES	NS(=O)(=O)[N+](=O)[O-]
total energy	-809.6547	hartree
HOMO energy	-11.26	eV

Charges obtained by Mulliken population analysis, quoted in units of e: -0.4729, 1.0867, -0.4540, -0.5293, 0.5858, -0.3473, -0.5767, 0.3895, 0.3183

=====

# 2
ORCA calculation (ωB97M-V with the def2-TZVPD basis set) on a molecular structure, C25H29N11OSn in a non-equilibrium geometry.

Structure (XYZ):
```
67
C25H29N11OSn (ωB97M-V with the def2-TZVPD basis set)
Sn -0.27 -0.04 0.33
N -0.47 -0.20 2.85
C -0.37 -1.55 3.42
C -1.73 -2.22 3.48
C -2.00 -3.08 2.26
C -2.41 -2.27 1.02
N -1.28 -1.69 0.24
H 0.35 0.35 3.13
H -1.27 0.28 3.25
H 0.07 -1.52 4.42
H 0.33 -2.14 2.81
H -2.53 -1.48 3.61
H -1.77 -2.86 4.37
H -2.82 -3.75 2.50
H -1.13 -3.72 2.04
H -3.10 -1.47 1.29
H -2.97 -2.95 0.38
H -1.65 -1.41 -0.67
H -0.60 -2.42 0.06
C -0.63 1.52 -5.75
N -0.47 0.91 -4.44
C -0.97 1.26 -3.25
N -0.49 0.44 -2.32
C 0.30 -0.42 -3.03
N 0.34 -0.15 -4.31
C 0.17 2.79 -5.93
C -0.18 3.67 -7.00
C 0.50 4.86 -7.23
C 1.54 5.22 -6.41
C 1.92 4.34 -5.35
C 1.22 3.12 -5.13
C 2.99 4.71 -4.55
N 3.70 5.88 -4.66
N 4.59 5.89 -3.76
C 4.49 4.72 -3.05
O 3.48 3.97 -3.53
C 5.30 4.37 -1.98
C 6.34 5.29 -1.61
C 7.18 4.96 -0.57
C 6.98 3.76 0.12
C 5.93 2.86 -0.21
C 5.81 1.59 0.61
N 4.54 0.90 0.47
C 3.32 1.23 0.93
N 2.44 0.32 0.52
C 3.21 -0.56 -0.20
N 4.47 -0.23 -0.24
C 5.11 3.15 -1.26
H -1.69 1.69 -5.95
H -0.28 0.78 -6.47
H -1.65 2.07 -3.08
H 0.85 -1.24 -2.60
H -0.99 3.39 -7.67
H 0.20 5.51 -8.04
H 2.08 6.15 -6.54
H 1.56 2.46 -4.34
H 6.45 6.21 -2.16
H 7.98 5.62 -0.29
H 7.66 3.50 0.93
H 6.02 1.80 1.66
H 6.57 0.88 0.26
H 3.10 2.09 1.54
H 2.84 -1.45 -0.67
H 4.33 2.47 -1.58
N -3.01 2.64 0.70
C -2.25 1.79 0.56
H -3.67 3.39 0.83
```

total energy	-1860.3346	hartree
HOMO energy	-18.36	eV
net charge	+4

Charges obtained by Mulliken population analysis, quoted in units of e: 1.0194, -0.5286, -0.6827, -0.6901, -0.6904, -0.6559, -0.3955, 0.3015, 0.2459, 0.5144, 0.3206, 0.4149, 0.3215, 0.3604, 0.3803, 0.3431, 0.4605, 0.4339, 0.4179, -1.1258, 0.6540, -0.3106, 0.0050, -0.5033, -0.7886, 0.5810, -0.6259, -0.9437, -0.7103, -0.0308, 0.0199, 0.8338, -0.2297, -0.2185, 0.7985, -0.2506, 0.0444, -0.7084, -0.9544, -0.5777, 0.5175, -1.1164, 0.6965, -0.3195, -0.0202, -0.5032, -0.8146, 0.0275, 0.5974, 0.3395, 0.4497, 0.4835, 0.5553, 0.4779, 0.5957, 0.7933, 0.5971, 0.4728, 0.5464, 0.6041, 0.3628, 0.4334, 0.4654, 0.7739, 0.0864, -0.2842, 0.3322

=====

# 3
ORCA calculation (ωB97M-V with the def2-TZVPD basis set) on a gas-phase ion, C8H16N3O (charge +1) in a non-equilibrium geometry.

Structure (XYZ):
```
28
C8H16N3O (ωB97M-V with the def2-TZVPD basis set)
C -2.99 -0.02 0.64
C -1.45 -0.48 0.58
N -1.38 -1.77 -0.05
C -0.51 0.49 -0.15
C -0.76 0.37 -1.64
O -0.55 1.79 0.31
C 0.91 -0.04 0.04
N 1.15 -1.34 -0.12
C 2.52 -1.54 -0.09
C 3.03 -0.32 0.19
N 2.03 0.58 0.21
C 2.23 1.95 0.58
H -3.42 -0.99 1.19
H -3.55 0.04 -0.29
H -3.21 0.82 1.38
H -1.01 -0.58 1.62
H -2.01 -1.78 -0.83
H -1.83 -2.51 0.55
H -0.01 1.00 -2.14
H -0.57 -0.73 -2.04
H -1.72 0.75 -1.99
H -1.10 2.26 -0.24
H 0.25 -1.94 -0.14
H 2.97 -2.54 -0.06
H 3.97 -0.12 0.56
H 3.24 2.15 0.03
H 1.41 2.55 0.24
H 2.35 1.94 1.65
```

SMILES	C[C@@H](N)[C@@](C)(O)c1[nH]cc[n+]1C
total energy	-553.6842	hartree
HOMO energy	-13.36	eV
net charge	+1

Charges obtained by Mulliken population analysis, quoted in units of e: -1.2295, -0.1475, -0.6040, 1.1783, -1.6831, -0.5759, -0.2221, -0.0353, -0.5395, -0.3656, 0.0991, -0.8933, 0.3398, 0.3446, 0.3411, 0.4038, 0.2487, 0.3130, 0.4665, 0.4003, 0.4415, 0.4094, 0.4130, 0.4112, 0.4752, 0.3527, 0.3282, 0.3297

=====

# 4
ORCA calculation (ωB97M-V with the def2-TZVPD basis set) on a molecular structure, C58H49N5O6Sc in a non-equilibrium geometry.

Structure (XYZ):
```
119
C58H49N5O6Sc (ωB97M-V with the def2-TZVPD basis set)
Sc -14.83 1.08 -20.06
C -24.25 3.19 -18.39
O -23.40 3.37 -19.54
C -22.10 3.00 -19.39
C -21.57 2.56 -18.21
C -20.27 2.11 -18.15
C -19.45 2.21 -19.27
C -19.94 2.75 -20.45
C -21.25 3.17 -20.50
C -18.06 1.76 -19.22
C -17.79 0.40 -19.39
C -18.78 -0.63 -19.36
C -18.15 -1.76 -19.38
C -16.76 -1.51 -19.41
N -16.52 -0.19 -19.41
C -15.74 -2.48 -19.54
C -14.43 -2.20 -19.63
C -13.41 -3.19 -19.85
C -12.26 -2.51 -19.77
C -12.59 -1.11 -19.47
C -11.58 -0.21 -19.27
C -10.12 -0.60 -19.34
C -9.49 -0.61 -20.59
C -8.20 -1.03 -20.79
C -7.58 -1.65 -19.73
O -6.40 -2.33 -19.97
C -5.44 -2.47 -18.96
C -8.09 -1.51 -18.43
C -9.41 -1.10 -18.27
C -11.90 1.07 -18.76
N -13.09 1.66 -18.61
C -12.91 2.71 -17.81
C -13.98 3.62 -17.39
C -13.63 4.72 -16.49
C -14.14 4.93 -15.21
C -13.76 6.02 -14.45
C -12.91 7.03 -14.94
O -12.49 8.07 -14.19
C -13.35 8.56 -13.18
C -12.35 6.79 -16.20
C -12.75 5.66 -16.91
C -15.30 3.39 -17.70
C -16.38 4.31 -17.32
C -17.55 3.84 -17.92
C -17.17 2.66 -18.63
N -15.81 2.42 -18.51
C -11.52 2.89 -17.38
C -10.87 1.82 -17.98
N -13.90 -0.95 -19.42
C -16.18 -3.91 -19.77
C -16.05 -4.87 -18.80
C -16.53 -6.13 -18.98
C -17.15 -6.46 -20.20
O -17.70 -7.66 -20.56
C -17.39 -8.80 -19.73
C -17.26 -5.46 -21.18
C -16.82 -4.19 -20.96
H -25.13 3.73 -18.62
H -23.82 3.63 -17.50
H -24.47 2.14 -18.17
H -22.20 2.37 -17.37
H -19.87 1.65 -17.25
H -19.31 2.89 -21.32
H -21.72 3.58 -21.34
H -19.80 -0.52 -19.32
H -18.54 -2.75 -19.26
H -13.62 -4.22 -20.08
H -11.25 -2.91 -19.79
H -10.07 -0.19 -21.35
H -7.69 -0.79 -21.71
H -4.67 -3.13 -19.34
H -5.80 -2.87 -18.04
H -4.94 -1.52 -18.72
H -7.59 -1.96 -17.57
H -9.87 -1.14 -17.27
H -14.73 4.15 -14.82
H -14.17 6.12 -13.48
H -13.12 9.58 -12.89
H -13.24 7.82 -12.36
H -14.40 8.51 -13.64
H -11.62 7.45 -16.55
H -12.32 5.48 -17.88
H -16.30 5.17 -16.73
H -18.51 4.38 -17.94
H -11.16 3.68 -16.72
H -9.88 1.41 -17.95
H -15.46 -4.66 -17.95
H -16.42 -6.86 -18.16
H -17.84 -9.63 -20.18
H -17.70 -8.68 -18.69
H -16.29 -9.01 -19.65
H -17.86 -5.79 -21.96
H -16.89 -3.38 -21.63
C -14.88 4.70 -20.41
N -14.19 3.58 -21.12
C -12.71 3.74 -21.19
C -14.70 3.50 -22.51
C -16.03 2.71 -22.71
C -16.90 3.07 -23.69
C -17.90 2.22 -24.07
C -18.02 1.01 -23.40
C -17.22 0.72 -22.33
C -16.21 1.61 -21.88
H -14.67 5.71 -20.82
H -14.54 4.73 -19.42
H -15.99 4.65 -20.37
H -12.47 4.61 -21.77
H -12.29 2.85 -21.62
H -12.26 3.89 -20.20
H -13.88 3.05 -23.14
H -14.71 4.58 -22.87
H -16.62 3.95 -24.26
H -18.57 2.41 -24.90
H -18.84 0.33 -23.64
H -17.46 -0.21 -21.80
O -11.71 0.17 -22.83
C -12.90 0.45 -22.64
O -13.41 0.95 -21.58
H -13.76 0.07 -23.29
```

total energy	-3725.6153	hartree
HOMO energy	-4.11	eV
net charge	-1

These are the Mulliken partial charges, in e, on atoms 1 to 99: -1.4932, -0.8976, -0.4700, 0.9970, -0.7069, -0.0882, -1.5746, 0.2261, -0.9351, 2.1338, -0.3132, -1.7333, -1.6087, 0.7663, 0.5871, 0.3829, 1.0432, -1.6750, -1.4443, 0.4265, 2.0882, -1.5625, -0.4578, -0.7203, 0.9597, -0.4232, -0.7773, -0.6150, 0.1024, 0.2073, 0.6512, 0.6250, 0.4324, 0.0397, -0.1580, -0.5616, 0.5229, -0.4958, -0.7501, -1.3529, -0.2001, 0.6066, -1.4831, -1.4994, 0.1755, 0.4159, -1.4488, -1.6936, -0.0253, -0.7730, -0.3046, -0.5895, 0.9012, -0.4498, -0.8255, -0.9836, -0.0466, 0.2848, 0.3267, 0.3403, 0.3265, 0.5354, 0.4015, 0.4885, 0.8175, 0.6046, 0.5518, 0.3854, 0.7520, 0.4074, 0.2651, 0.3016, 0.3147, 0.1126, 0.4597, 0.6344, 0.3778, 0.2441, 0.2664, 0.3306, 0.5360, 0.3575, 0.6790, 0.3660, 0.5169, 0.5952, 0.5278, 0.2501, 0.2837, 0.2942, 0.3185, 0.4882, 0.7009, -0.9765, 1.2276, -0.9760, -1.4593, 0.2692, -0.7988

=====

# 5
ORCA calculation (ωB97M-V with the def2-TZVPD basis set) on 2 unconnected molecules or ions with the total composition C8H12 in a non-equilibrium geometry.

Structure (XYZ):
```
20
C8H12 (ωB97M-V with the def2-TZVPD basis set)
C 2.00 -1.27 -0.33
C 1.21 -2.27 -0.20
C 0.26 2.66 1.00
C 0.65 1.97 -0.01
C 0.65 -1.10 -0.98
C -1.73 -0.08 -1.12
C -0.61 -0.50 1.18
C -0.42 -0.32 -0.36
H 2.91 -0.95 0.17
H 0.93 -3.26 0.26
H 0.57 3.65 1.14
H -0.15 2.22 1.93
H 1.27 2.10 -0.91
H 0.56 -1.13 -2.01
H -1.88 -0.86 -1.82
H -1.67 0.69 -1.74
H -2.65 -0.03 -0.51
H -1.16 -1.42 1.14
H 0.40 -0.44 1.63
H -1.14 0.34 1.52
```

total energy	-311.7360	hartree
HOMO energy (spin up / spin down)	-7.55 / -6.97	eV

Charges obtained by Mulliken population analysis, quoted in units of e: -0.3984, -0.2913, -0.5396, -0.3077, -0.8802, -1.6716, -1.8555, 1.2355, 0.3566, 0.3340, 0.3090, 0.1590, 0.2920, 0.6460, 0.4758, 0.4606, 0.3302, 0.5736, 0.3689, 0.4029